(1)
{
  "formula": "C5H12NO2",
  "method": "wB97M-V/def2-TZVPD",
  "smiles": "CC(C)[C@H]([NH3+])C(=O)O",
  "gap_ev": 10.8,
  "total_charge": 1,
  "e_homo_ev": -14.73,
  "fmax_ha_per_bohr": 0.1245,
  "symbols": ["O", "C", "O", "C", "C", "C", "C", "N", "H", "H", "H", "H", "H", "H", "H", "H", "H", "H", "H", "H"],
  "positions_angstrom": [[-1.258826, -1.925940, -0.189269], [-1.095176, -0.972277, -0.804182], [-1.934234, -0.423633, -1.606900], [0.165125, -0.045111, -0.789029], [0.440902, 0.254148, 0.715518], [1.669882, -0.710217, 1.057708], [-0.614327, 0.304695, 1.808528], [0.017477, 1.147639, -1.680250], [-2.942245, -0.785714, -1.588304], [0.889224, -0.696690, -1.262122], [1.018788, 1.230564, 0.886918], [1.522225, -1.673127, 1.569833], [2.450557, -0.363806, 1.701784], [2.156765, -0.871705, -0.053813], [-1.484490, 1.012394, 1.636492], [0.005541, 0.683736, 2.705584], [-0.996359, -0.710986, 1.843823], [0.736312, 1.164677, -2.500684], [0.233724, 2.050589, -1.301084], [-0.980867, 1.330757, -2.150554]],
  "atomic_forces_ev_per_a": [[0.038, -3.701, 2.563], [1.559, 3.326, -1.190], [-5.925, 0.667, -2.326], [-1.516, -0.960, 1.197], [3.870, 1.264, 0.535], [0.521, -1.090, -2.862], [-0.011, 0.708, 0.042], [-0.754, 1.299, -3.953], [3.508, 0.662, 0.118], [0.519, 0.387, 0.168], [-0.936, -0.739, -1.295], [-0.950, -0.026, -0.836], [0.302, 1.329, 0.216], [-0.530, -0.115, 3.354], [1.135, -0.674, 0.078], [-1.516, -1.018, -1.031], [-0.225, 0.034, 1.028], [-1.615, -0.653, 1.499], [0.169, 0.501, 1.384], [2.358, -1.201, 1.313]],
  "mulliken_charge": [-0.429, 0.317, -0.567, -0.414, 0.537, -1.287, -1.410, -0.341, 0.431, 0.534, 0.361, 0.323, 0.400, 0.273, 0.287, 0.395, 0.382, 0.415, 0.407, 0.385]
}

***

(2)
{
  "formula": "C5H12NO2S",
  "method": "wB97M-V/def2-TZVPD",
  "smiles": "C[S@@]1(=O)=[NH+][C@H](CO)CC1",
  "gap_ev": 11.0,
  "total_charge": 1,
  "e_homo_ev": -14.31,
  "fmax_ha_per_bohr": 0.1337,
  "symbols": ["C", "C", "C", "C", "C", "N", "O", "O", "S", "H", "H", "H", "H", "H", "H", "H", "H", "H", "H", "H", "H"],
  "positions_angstrom": [[0.080958, -0.623904, 1.253754], [-1.269179, -1.028283, 0.633402], [0.583699, 0.679997, 0.662909], [-2.135286, 0.290040, -2.245546], [2.220494, 0.625294, 0.751947], [0.149136, 0.745636, -0.748337], [-0.333004, -1.596704, -1.860555], [2.428108, 0.467484, 2.149092], [-0.844020, -0.468564, -1.162740], [-0.039789, -0.511620, 2.304625], [0.759639, -1.379740, 0.981342], [-1.571319, -2.108631, 0.589992], [-2.076530, -0.429763, 1.083540], [0.144008, 1.490186, 1.141201], [-1.874332, 0.503151, -3.200557], [-2.701156, 0.862093, -1.659056], [-2.885566, -0.609908, -2.314265], [2.732915, 1.467607, 0.481815], [2.509367, -0.184184, 0.153196], [0.863650, 0.861136, -1.382330], [3.258208, 0.948678, 2.386573]],
  "atomic_forces_ev_per_a": [[-1.181, -0.058, -0.792], [-0.323, 1.216, -0.732], [2.621, -1.162, -0.988], [-0.839, -6.339, 2.524], [-3.904, -0.194, 2.561], [-1.985, -1.031, 1.644], [0.824, -0.621, -0.444], [1.283, 0.186, -0.015], [-1.600, 0.252, -0.060], [0.144, -0.221, 0.867], [1.109, -1.107, 0.184], [0.629, 1.067, -0.224], [0.069, -0.133, -0.526], [-0.302, 1.665, 1.056], [1.401, 1.128, -2.565], [-1.738, 3.475, 1.915], [1.524, 1.142, -0.205], [0.774, 2.443, -1.343], [0.624, -1.566, -0.707], [1.912, 0.581, -2.018], [-1.042, -0.725, -0.131]],
  "mulliken_charge": [-0.912, -0.646, 0.002, -0.981, -0.769, -0.257, -0.576, -0.500, 0.913, 0.460, 0.406, 0.399, 0.402, 0.326, 0.398, 0.407, 0.354, 0.494, 0.384, 0.356, 0.340]
}

***

(3)
{
  "formula": "C5H12NOS",
  "method": "wB97M-V/def2-TZVPD",
  "gap_ev": [9.8, 6.9],
  "total_charge": 0,
  "e_homo_ev": [-9.16, -8.86],
  "fmax_ha_per_bohr": 0.0587,
  "spin_multiplicity": 2,
  "symbols": ["C", "C", "S", "N", "H", "H", "H", "H", "H", "H", "C", "C", "O", "C", "H", "H", "H", "H", "H", "H"],
  "positions_angstrom": [[0.749764, -1.386094, 2.013742], [-0.383488, -1.390310, 0.889309], [0.211451, -2.176353, -0.656504], [1.895436, -0.470422, 1.760052], [1.110039, -2.412866, 2.138502], [0.382340, -1.103946, 3.030886], [-0.800254, -0.333516, 0.773608], [-1.210618, -2.025942, 1.304733], [1.456580, 0.385229, 1.483589], [2.217994, -0.750762, 0.772821], [-1.249014, 0.748792, -1.594928], [-0.698513, 1.810427, -0.966671], [0.532896, 1.674906, -0.255137], [-1.388740, 3.145864, -0.762227], [-2.135765, 0.970001, -2.187316], [-0.610990, -0.132932, -1.786143], [1.213504, 2.152563, -0.766257], [-2.288066, 3.223421, -1.402886], [-1.711262, 3.169764, 0.302157], [-0.717992, 4.002268, -0.914242]],
  "atomic_forces_ev_per_a": [[-0.114, 0.407, 0.099], [0.277, 0.115, 1.715], [-0.378, 0.576, 0.852], [-0.119, -1.689, -2.497], [0.105, 0.154, -0.194], [-0.346, -0.117, -0.898], [0.582, -1.486, -0.340], [0.446, 0.492, -0.641], [-0.292, 1.075, 0.291], [-0.060, 0.176, 1.816], [1.605, 1.560, -0.318], [-0.147, -0.650, 0.145], [-0.646, 0.306, -1.103], [-0.241, -0.533, 0.502], [0.030, -0.529, 0.296], [-0.868, 0.433, 0.240], [-0.373, -0.230, 0.408], [0.566, 0.039, 0.325], [0.128, 0.183, -0.592], [-0.156, -0.282, -0.107]],
  "lowdin_spin": [0.003, 0.087, 0.824, 0.002, 0.001, 0.000, 0.017, 0.016, 0.000, 0.001, 0.022, 0.001, 0.002, 0.001, 0.001, 0.022, 0.000, 0.000, 0.000, 0.000]
}

***

(4)
{
  "formula": "C5H12NOS",
  "method": "wB97M-V/def2-TZVPD",
  "smiles": "C[C@@H]1S[C@@H](C)[NH2+][C@@H]1O",
  "gap_ev": 10.2,
  "total_charge": 1,
  "e_homo_ev": -13.46,
  "fmax_ha_per_bohr": 0.1357,
  "symbols": ["C", "C", "C", "C", "C", "N", "O", "S", "H", "H", "H", "H", "H", "H", "H", "H", "H", "H", "H", "H"],
  "positions_angstrom": [[-0.612029, -0.213581, 1.167389], [0.831871, -0.493864, 0.547703], [-0.119333, 0.933019, -1.270978], [-1.397272, -1.418066, 1.401370], [0.778872, 2.217000, -1.172681], [0.583931, -0.306765, -1.024523], [1.273923, -1.852551, 0.617147], [-1.489560, 0.972289, -0.005781], [-0.496918, 0.279624, 2.108832], [1.560255, 0.212261, 0.696454], [-0.616620, 1.068831, -2.268688], [-1.367926, -2.147172, 0.606300], [-2.560057, -1.077060, 1.436792], [-1.380400, -1.801924, 2.403417], [0.393584, 2.998378, -1.773327], [1.791298, 2.020709, -1.543726], [0.691604, 2.525536, -0.115807], [1.589771, -0.540085, -1.409010], [-0.136377, -1.001292, -1.414238], [0.681384, -2.375286, 1.013355]],
  "atomic_forces_ev_per_a": [[1.890, 1.337, -1.011], [-3.940, -3.673, -1.828], [-0.403, 3.715, -0.828], [-4.830, 0.182, 0.098], [-0.130, -1.655, 1.428], [0.594, -2.473, -0.623], [3.774, 5.457, -2.169], [1.230, -0.923, -0.175], [0.305, 0.664, 0.439], [1.897, 1.405, 1.014], [0.491, -1.272, 0.771], [0.052, -0.473, -0.053], [2.526, -0.737, -0.418], [0.915, -0.646, 0.368], [-0.637, 0.690, -0.566], [-0.018, 0.036, 0.395], [0.827, 0.187, -0.540], [-2.553, 0.980, 0.113], [1.778, 0.281, 1.064], [-3.771, -3.082, 2.523]],
  "mulliken_charge": [0.263, -0.433, -0.054, -1.527, -1.214, -0.262, -0.494, -0.060, 0.413, 0.534, 0.438, 0.459, 0.343, 0.388, 0.392, 0.317, 0.359, 0.414, 0.391, 0.335]
}

***

(5)
{
  "formula": "C5H12NOS",
  "method": "wB97M-V/def2-TZVPD",
  "gap_ev": [9.1, 7.2],
  "total_charge": 1,
  "e_homo_ev": [-13.70, -13.53],
  "fmax_ha_per_bohr": 0.1057,
  "symbols": ["C", "C", "C", "C", "C", "N", "O", "S", "H", "H", "H", "H", "H", "H", "H", "H", "H", "H", "H", "H"],
  "positions_angstrom": [[-2.615293, 1.027202, -2.715655], [1.230887, 0.246327, -1.534460], [0.325070, -1.115268, 1.819326], [0.448575, 0.378080, 2.346164], [-0.163911, -1.141350, 0.459297], [-2.305385, 0.089124, -2.035924], [1.244089, 1.192218, 1.470201], [-0.248720, 0.402882, -0.529625], [-2.116338, 1.929615, -2.499949], [-3.406536, 0.884120, -3.462229], [1.380549, 1.164699, -2.101966], [1.150930, -0.542893, -2.341651], [2.071833, -0.156326, -0.886510], [-0.265266, -1.617785, 2.485446], [1.358843, -1.524485, 2.021245], [-0.596973, 0.752284, 2.496525], [1.000441, 0.442149, 3.393942], [-1.198497, -1.585555, 0.314380], [0.550026, -1.705033, -0.134177], [2.155675, 0.879995, 1.435617]],
  "atomic_forces_ev_per_a": [[-1.005, 1.149, -1.288], [0.550, -1.788, -0.723], [3.664, 3.354, 2.211], [0.957, -0.725, 2.382], [-1.352, -1.222, -3.295], [1.175, -3.535, 1.959], [-1.121, -0.120, -0.333], [-0.001, 0.406, 0.143], [0.392, 1.731, -0.362], [0.028, 0.354, -0.006], [0.374, 0.154, 0.606], [-0.474, 0.588, 0.937], [-0.857, 1.132, -0.715], [-1.833, -1.323, 1.582], [-0.978, 0.073, -0.992], [1.146, 0.415, -0.513], [-1.458, -0.519, -1.944], [1.215, 0.462, 0.301], [-0.382, -0.475, -0.307], [-0.041, -0.110, 0.356]],
  "mulliken_charge": [-0.121, -0.845, -0.564, -0.609, -0.476, -0.270, -0.489, 0.304, 0.260, 0.290, 0.365, 0.362, 0.325, 0.384, 0.270, 0.331, 0.360, 0.452, 0.333, 0.337]
}

***

(6)
{
  "formula": "C5H12NP",
  "method": "wB97M-V/def2-TZVPD",
  "gap_ev": 9.0,
  "total_charge": 0,
  "e_homo_ev": -8.55,
  "fmax_ha_per_bohr": 0.2565,
  "symbols": ["C", "C", "C", "C", "C", "N", "P", "H", "H", "H", "H", "H", "H", "H", "H", "H", "H", "H", "H"],
  "positions_angstrom": [[-0.156202, 0.976570, -0.694004], [0.062180, 0.415323, 0.491821], [-1.197555, 1.929966, -1.168150], [0.322124, -2.321129, -0.009421], [-0.807614, 0.434094, 1.681625], [2.343812, -0.321702, -0.473215], [1.866526, 0.710904, 0.582316], [0.522299, 0.790369, -1.503667], [-1.475792, 2.656125, -0.336153], [-1.981130, 1.304613, -1.638752], [-0.856085, 2.464086, -1.986951], [0.558025, -2.568437, 1.051395], [0.439823, -3.274311, -0.505715], [-0.758278, -1.927123, -0.185971], [-1.539728, -0.424308, 1.445664], [-1.343065, 1.375737, 1.885190], [-0.302559, 0.114171, 2.591039], [3.305524, -0.455121, -0.841095], [0.997687, -1.879835, -0.385949]],
  "atomic_forces_ev_per_a": [[-0.649, 0.866, -1.187], [1.458, 1.571, 0.482], [-1.549, -1.027, 2.088], [-10.005, -6.953, 5.056], [-1.552, -1.231, -0.100], [1.913, -0.352, -0.873], [0.084, -1.409, 0.145], [0.744, -0.175, 0.081], [-0.360, -1.122, -1.183], [-0.530, 0.612, 0.759], [1.059, 1.293, -1.406], [-0.504, 0.566, -0.533], [-0.637, -0.777, -0.177], [2.156, -0.723, 0.415], [0.585, 1.425, 0.649], [-0.022, -0.385, -0.228], [0.187, 0.120, -0.004], [-0.855, 0.746, 0.743], [8.475, 6.957, -4.728]],
  "mulliken_charge": [-0.602, 0.718, -1.231, -0.998, -1.021, -0.467, -0.044, 0.484, 0.279, 0.297, 0.387, 0.245, 0.440, 0.127, 0.228, 0.324, 0.347, 0.191, 0.297]
}

***

Per-record ΔE to the lowest compared entry with this formula, charge and spin, kcal/mol: 56.19, 80.97, 18.80, 19.92, 89.03, 83.79
Per-record calculated total energy, eV: -10956.1825, -21790.3114, -19749.7795, -19744.2224, -19741.2254, -16154.3978